78
Properties=species:S:1:pos:R:3:forces:R:3 method="wB97M-V/def2-TZVPD" e_homo_ev=-9.09 multiplicity=1 homo_lumo_gap_ev=7.658
Sn 3.576678 -14.177563 12.971512 0.55 0.10 0.21
N -0.322897 -18.544982 11.077969 1.40 1.59 -0.64
S -1.821267 -18.822073 10.604370 1.56 0.82 0.87
O -1.991658 -20.185869 10.734216 -1.77 -3.40 0.08
O -2.293688 -18.146427 9.451823 -0.28 0.91 -0.19
F -2.567851 -18.186885 11.868016 0.29 0.27 -0.63
S 0.848196 -18.973323 10.070376 -1.69 -1.40 1.49
O 0.365430 -19.958336 9.131710 1.35 1.20 0.20
O 2.043001 -19.231566 10.864266 -0.83 0.83 -1.20
F 1.141160 -17.622132 9.244281 0.17 -0.58 0.25
C 3.650419 -12.890618 15.829427 0.46 0.19 -1.83
O 4.425323 -13.418384 14.626063 -1.78 0.58 1.21
H 4.263856 -13.094610 16.706371 -0.38 -0.30 -0.03
H 3.546532 -11.799753 15.735713 0.39 -0.17 -0.14
H 2.589347 -13.218668 15.877345 0.92 -0.51 0.08
C 1.793096 -17.320309 13.343191 -0.80 -0.14 0.55
N 1.227412 -16.295860 14.298429 0.78 -3.14 -2.15
O 0.248512 -16.560390 14.884526 -1.63 0.22 1.41
O 1.836282 -15.262101 14.325774 0.88 3.02 0.94
H 1.672615 -16.846953 12.380027 0.33 -0.14 -0.39
H 1.161462 -18.200624 13.399000 0.07 0.00 -0.10
H 2.813200 -17.509982 13.653742 0.18 0.12 -0.21
C -1.423243 -10.753268 7.999089 -1.84 -2.15 -1.12
N -0.529755 -9.713576 8.411472 1.72 2.69 -0.26
O -0.534173 -8.672577 7.741309 -0.28 -1.37 0.59
O 0.216632 -9.847477 9.381490 -0.87 -0.65 -0.63
H -2.469746 -10.439965 8.086905 0.39 0.49 -0.14
H -1.381191 -11.630012 8.614936 0.60 -0.06 0.65
H -1.280251 -11.140270 6.958187 0.31 1.05 0.75
C 5.329130 -18.824005 11.772953 -0.17 0.29 -0.20
N 6.095848 -17.856294 12.569481 1.10 0.04 1.52
O 5.491046 -17.003348 13.209463 -0.12 0.01 -0.42
O 7.307279 -18.001812 12.640676 -0.71 0.20 -0.33
H 5.452067 -18.447193 10.756018 -0.42 -0.28 -0.08
H 4.296261 -18.789849 12.141648 0.38 -0.21 -0.52
H 5.834555 -19.781341 11.879861 -0.23 0.05 -0.03
C 3.238493 -12.199109 8.138226 0.18 0.69 0.37
N 2.129706 -12.820795 8.889923 -1.20 0.32 0.53
O 2.198126 -12.896856 10.110036 0.52 -0.32 -0.25
O 1.105487 -13.061166 8.280489 0.40 -0.32 -0.08
H 4.027460 -11.906210 8.871368 -0.71 -0.17 -0.85
H 2.687109 -11.371880 7.659207 0.80 -0.04 0.18
H 3.602429 -12.872999 7.370910 -0.03 -0.18 0.13
C 7.969425 -13.824291 8.495542 -0.40 0.61 -0.18
N 6.719572 -14.562352 8.140781 -0.90 -0.50 1.45
O 6.660810 -15.764111 8.409763 0.04 1.52 -0.64
O 5.800651 -13.886669 7.690255 0.68 -0.72 0.03
H 7.821572 -13.067963 9.290620 -0.63 -0.28 -0.76
H 8.243622 -13.381700 7.536261 0.47 0.11 0.42
H 8.649949 -14.517733 8.921348 0.71 -0.75 -0.19
C 8.151282 -14.988859 14.315061 -0.75 1.35 0.25
N 8.059877 -14.086743 13.113743 0.66 -3.26 -0.46
O 7.682218 -14.600149 12.088937 -0.67 -0.30 -0.67
O 8.478127 -12.984983 13.185258 0.58 2.87 0.65
H 8.035878 -16.024064 14.006723 0.08 0.19 0.04
H 7.302074 -14.602967 14.891079 0.05 -0.59 0.26
H 9.059391 -14.697307 14.840789 0.00 -0.34 -0.15
C 5.988132 -10.904995 12.760003 1.78 -0.81 1.09
N 5.723049 -11.708541 11.593789 -0.48 -0.23 -0.97
O 5.799040 -11.196935 10.513550 0.17 0.77 -0.73
O 5.476171 -12.898055 11.712014 -0.24 -0.61 0.64
H 5.503491 -11.330957 13.611290 -0.96 -0.03 0.39
H 5.884412 -9.865305 12.565140 -0.34 0.58 -0.20
H 7.036693 -11.160576 12.987708 -0.08 0.41 -0.24
C -0.166622 -12.236525 11.921780 0.37 -0.21 1.77
N 1.160480 -11.657085 12.254602 0.09 0.63 -0.48
O 1.946964 -12.378866 12.885170 0.20 0.23 0.31
O 1.404630 -10.528256 11.907507 0.08 -0.99 0.58
H -0.574563 -11.582944 11.203530 -0.47 0.19 -1.10
H -0.750534 -12.144426 12.856585 0.22 -0.18 -0.40
H -0.000567 -13.288693 11.688721 -0.20 0.44 -0.24
C -1.615306 -15.046823 9.718678 0.71 0.34 -0.02
N -2.552235 -13.939513 9.490447 1.09 2.80 1.46
O -2.346645 -12.882803 10.151687 -0.34 -1.60 -0.60
O -3.411566 -14.022176 8.680101 -0.96 -0.53 -0.90
H -2.218637 -15.818694 10.193218 0.48 -0.18 0.10
H -0.760023 -14.606589 10.290380 -0.96 -0.86 -0.41
H -1.286617 -15.362670 8.725004 -0.09 -0.21 0.30



52
Properties=species:S:1:pos:R:3:forces:R:3 method="wB97M-V/def2-TZVPD" charge=+2 e_homo_ev="-15.12 / -15.01" multiplicity=6 homo_lumo_gap_ev="10.787 / 8.388"
Fe 0.000747 0.558875 0.172245 1.80 2.42 0.26
F 1.008233 2.023542 1.150173 -1.22 -1.76 -1.24
C 3.884899 -0.535648 0.113774 -0.38 -0.27 -0.76
S 3.107094 0.313640 -1.329952 -0.44 0.29 0.43
O 1.582326 0.197741 -1.158351 0.72 -0.34 0.14
C 3.483424 -0.960810 -2.553990 -0.03 -0.21 0.25
H 4.868656 -0.876457 -0.208984 0.02 0.07 -0.01
H 3.233947 -1.394025 0.279705 0.09 -0.04 0.17
H 3.975461 0.059233 1.022632 -0.26 0.34 -0.41
H 4.497942 -0.771313 -2.904614 0.13 -0.32 0.25
H 2.847229 -0.972260 -3.438989 -0.26 0.69 0.25
H 3.333226 -1.920197 -2.058905 0.46 -0.12 -0.07
C 0.674653 -3.357293 -0.358599 -0.57 0.09 -0.20
S -0.782103 -2.519556 -1.139328 1.12 -0.19 -0.55
O -0.749203 -1.048319 -0.751590 -0.57 -0.67 -0.16
C -0.087425 -2.604502 -2.864936 -0.23 0.21 0.16
H 0.534006 -3.587268 0.697534 -0.35 0.41 -0.04
H 1.557030 -2.734648 -0.506339 -0.13 -0.08 -0.09
H 0.750105 -4.326754 -0.851101 0.12 0.09 -0.27
H -0.463545 -3.478945 -3.395977 0.23 -0.45 0.54
H 1.000374 -2.557189 -2.814450 -0.16 -0.16 -0.03
H -0.443501 -1.805167 -3.514840 -0.15 0.47 0.61
C 0.627447 0.477844 3.933134 -0.24 -0.13 -0.80
S 0.615703 -1.064268 2.951506 0.88 0.59 0.33
O 0.817883 -0.655357 1.466933 0.32 -0.91 1.39
C 2.229897 -1.720800 3.554657 -0.33 0.24 -0.04
H 1.429207 1.084538 3.512163 0.07 0.04 0.28
H 0.702199 0.241818 4.994636 0.25 -0.11 -0.13
H -0.312376 1.000208 3.754326 0.07 -0.12 -0.12
H 2.131905 -1.870814 4.629838 -0.52 -0.45 -0.03
H 3.089009 -1.050733 3.522659 -0.27 0.35 -0.75
H 2.419463 -2.655137 3.026289 0.01 0.07 0.17
C -4.004138 2.245257 1.176990 -0.06 -0.06 -0.39
S -3.079174 0.669794 1.483494 -1.63 0.96 2.11
O -1.659790 1.029013 1.180905 1.27 0.10 -0.24
C -3.107041 0.724434 3.359578 -0.23 0.28 -0.26
H -5.043574 2.259468 1.504824 0.02 -0.73 0.17
H -4.025446 2.349908 0.092237 0.11 -0.11 -0.03
H -3.573634 3.159379 1.585854 0.66 -0.42 0.23
H -4.131298 0.687776 3.730605 -0.12 -0.06 -0.32
H -2.664084 1.653955 3.717172 -0.03 0.23 -0.47
H -2.555677 -0.069559 3.863228 0.01 -0.38 -0.68
C -1.019151 3.653678 -3.259163 -1.02 -0.26 0.21
S -0.911767 1.805213 -2.881603 -0.91 0.49 -0.21
O -0.707748 1.619116 -1.384766 -0.45 0.79 -0.19
C -2.658085 1.243736 -3.182833 0.03 0.25 -0.16
H -1.503224 3.857806 -4.214199 0.39 -0.86 -0.56
H -0.049277 4.151117 -3.257775 0.05 -0.51 0.27
H -1.743053 4.184363 -2.640740 0.35 -0.35 0.87
H -3.448900 1.655064 -2.555518 0.50 0.62 0.26
H -2.754729 0.168492 -3.032451 0.67 -0.06 -0.06
H -2.924120 1.462009 -4.217096 0.24 0.04 -0.08



55
Properties=species:S:1:pos:R:3:forces:R:3 method="wB97M-V/def2-TZVPD" e_homo_ev="-1.94 / -8.53" multiplicity=2 homo_lumo_gap_ev="2.027 / 8.572"
Mg 0.332388 0.423445 0.563045 0.54 -0.82 -0.86
N 2.814528 1.391045 2.036185 0.13 -1.63 1.68
O 1.741388 1.403625 1.428685 -1.02 1.64 -1.30
O 3.368908 2.427955 2.338545 0.62 0.62 -0.16
O 3.181778 0.268935 2.429605 1.08 -0.13 0.13
C -1.348852 1.320335 -3.271095 0.15 -0.26 0.77
S -0.036222 2.231185 -2.306295 0.90 -1.43 -0.01
O 0.278448 1.518165 -0.995805 -0.52 2.15 -2.72
C 1.469418 1.892885 -3.387465 -1.08 0.56 0.29
H -1.060742 0.297815 -3.515095 0.27 0.01 0.01
H -1.696302 1.831095 -4.169145 0.60 0.38 0.01
H -2.225962 1.267405 -2.626135 0.08 0.05 0.29
H 1.136118 1.878585 -4.425165 0.05 0.22 0.04
H 1.999478 0.964095 -3.176565 -0.41 0.07 0.45
H 2.082688 2.766855 -3.167955 0.22 -0.20 -0.23
C 3.383528 -2.357495 0.092845 1.21 0.11 -0.12
S 2.047218 -2.055205 -1.097445 0.52 1.57 1.79
O 1.561478 -0.665425 -0.623225 1.27 -2.26 -1.78
C 3.289338 -1.818465 -2.436575 -1.64 0.94 -0.09
H 4.076908 -1.528705 -0.050105 -0.17 0.28 -0.07
H 3.974938 -3.221705 -0.209605 -0.33 -0.37 0.10
H 3.218418 -2.328595 1.169875 -0.92 -0.27 -0.23
H 3.877798 -0.967575 -2.093335 0.54 -0.44 -0.07
H 2.717478 -1.459825 -3.292405 -0.09 -0.13 -0.13
H 3.757018 -2.758805 -2.728345 0.24 0.18 0.44
C -1.628922 -2.494905 -2.111285 -1.38 0.74 0.25
S -2.163322 -1.590865 -0.565775 -0.32 -1.32 0.34
O -1.241812 -0.408215 -0.414985 -1.66 -0.38 -0.93
C -3.949962 -1.089735 -1.025755 1.67 0.60 -1.12
H -2.317252 -3.326135 -2.264125 0.05 -0.23 0.38
H -0.600512 -2.844875 -2.021885 -0.05 0.21 0.19
H -1.809982 -1.866545 -2.983335 0.42 0.27 0.02
H -3.787812 -0.412875 -1.864605 -0.17 0.16 -0.13
H -4.487062 -0.527485 -0.261875 0.37 -0.34 0.43
H -4.522872 -1.922905 -1.432805 0.28 -0.29 0.41
C -2.844852 3.151535 0.897945 0.02 0.10 0.42
S -1.429092 2.852645 2.051585 1.33 0.15 -2.46
O -0.813552 1.605625 1.434575 -2.12 1.77 2.11
C -0.184552 4.192105 1.611175 -0.73 -0.06 0.77
H -3.583272 2.469315 1.319155 -0.18 0.09 -0.18
H -2.674142 2.885875 -0.145315 0.65 -0.30 0.21
H -3.242622 4.166095 0.874825 0.16 0.08 0.54
H 0.207488 4.101845 0.598135 -0.18 -0.35 0.15
H 0.600478 4.129025 2.364725 0.18 -0.56 -0.24
H -0.596412 5.185055 1.791515 -0.50 -0.05 -0.24
C -0.110922 -3.396955 3.010955 -0.30 1.17 0.51
S 0.607398 -1.644555 3.164205 0.30 -0.64 -1.02
O 0.231958 -0.997025 1.823025 -0.27 -2.04 2.87
C -0.478662 -1.010395 4.476995 -1.23 -0.53 -0.53
H -0.170482 -3.954115 3.945905 0.49 0.36 0.30
H 0.491478 -3.974695 2.309925 -0.15 0.38 -0.16
H -1.152552 -3.253545 2.723645 0.13 -0.03 -0.58
H -0.410862 0.069115 4.611775 0.37 -0.16 -0.22
H -0.387652 -1.540695 5.424935 0.78 -0.01 -0.09
H -1.490862 -1.273325 4.169715 -0.21 0.35 -0.23



55
Properties=species:S:1:pos:R:3:forces:R:3 method="wB97M-V/def2-TZVPD" charge=+1 de_lowest_kcal_mol=0.0 e_homo_ev=-10.55 multiplicity=1 homo_lumo_gap_ev=8.458
Mg 0.438506 -0.251134 0.043706 -0.34 -1.17 0.38
N 1.346169 -2.525148 1.859101 0.67 0.94 0.62
O 0.680626 -3.394780 1.338261 -0.49 -0.84 -0.53
O 1.503223 -1.398200 1.247017 0.48 -0.44 0.42
O 1.890169 -2.661954 2.958389 -0.25 0.14 -0.36
C 1.013033 1.183683 4.010394 -0.02 0.66 0.44
S 0.009604 1.850690 2.704582 0.23 0.40 0.29
O 0.225971 0.956015 1.549343 -0.36 0.36 -0.07
C -1.563742 1.467241 3.445609 0.19 -0.17 0.74
H 0.773629 1.804543 4.880620 0.01 -0.36 0.11
H 2.057374 1.380858 3.788646 0.06 -0.25 -0.25
H 0.804792 0.126675 4.148433 0.09 -0.09 0.03
H -1.467729 1.838962 4.470094 -0.29 0.14 -0.12
H -1.695674 0.387235 3.518494 -0.03 -0.01 -0.28
H -2.373919 1.975905 2.939448 -0.07 -0.04 -0.18
C 3.883070 1.946747 0.831977 -0.33 -0.49 -0.17
S 3.112369 1.700673 -0.781465 0.17 -0.11 0.21
O 2.033598 0.701060 -0.515927 0.58 0.55 -0.72
C 2.282474 3.279183 -0.900257 -0.45 0.15 -0.18
H 4.953090 2.074067 0.710281 0.04 0.30 0.10
H 3.683784 0.995606 1.330106 0.10 0.00 0.04
H 3.368554 2.744988 1.358358 0.25 0.14 0.10
H 1.589777 3.353756 -0.059105 0.14 0.10 0.05
H 1.702656 3.304543 -1.824249 0.10 -0.16 -0.02
H 2.993946 4.102206 -0.938621 0.11 -0.06 0.19
C -0.240649 1.377937 -3.426749 0.34 0.02 -0.61
S -1.546960 1.321212 -2.187844 0.09 -0.06 -0.47
O -0.879838 0.869852 -0.933040 -0.63 0.70 0.00
C -1.760913 3.079103 -1.994174 0.48 0.72 0.44
H 0.703293 1.127856 -2.944054 -0.11 -0.08 0.25
H -0.145331 2.354255 -3.900877 -0.16 0.03 0.10
H -0.432175 0.649187 -4.215171 -0.11 -0.06 0.15
H -2.610607 3.291511 -1.349078 -0.16 -0.15 -0.16
H -1.838390 3.594586 -2.948719 -0.33 -0.19 -0.10
H -0.873789 3.477316 -1.488558 0.01 -0.22 -0.05
C -3.688417 -0.602394 0.751610 -0.67 0.21 0.12
S -2.586788 -1.888675 0.213249 -0.04 0.01 -0.17
O -1.195085 -1.454809 0.508135 -0.20 0.15 0.35
C -2.967028 -3.061496 1.501777 0.21 -0.44 0.12
H -3.552980 -0.418528 1.816025 0.04 0.05 0.02
H -4.710683 -0.941470 0.556885 0.09 -0.08 0.13
H -3.555795 0.312549 0.180240 0.35 -0.05 -0.07
H -2.468858 -2.769721 2.426242 0.06 0.21 -0.10
H -2.523315 -3.998070 1.165611 -0.10 -0.08 0.15
H -4.035097 -3.174620 1.676210 -0.04 0.01 -0.24
C 0.040635 -3.881474 -2.026328 -0.55 -0.93 -0.12
S 0.101703 -2.239164 -2.668955 0.07 0.01 -0.16
O 0.600406 -1.351697 -1.581173 0.36 -0.10 -0.60
C 1.529560 -2.439406 -3.733927 0.07 -0.48 0.26
H -0.032635 -4.550837 -2.891306 0.13 0.06 0.07
H -0.886067 -4.016065 -1.468517 0.06 0.23 0.10
H 0.875074 -4.157561 -1.385094 0.18 0.34 -0.04
H 1.291646 -3.065998 -4.592399 -0.16 0.21 -0.10
H 2.303964 -2.947753 -3.158372 0.09 0.23 0.06
H 1.839772 -1.439046 -4.014885 0.07 0.01 -0.16